Record 1
{"formula": "C8H7NO2", "method": "wB97M-V/def2-TZVPD", "species": ["H", "O", "H", "H", "C", "C", "C", "H", "H", "C", "N", "C", "H", "C", "O", "H", "C", "C"], "coordinates": [[2.510, -2.070, 1.327], [-1.612, -2.039, -0.071], [3.752, -2.449, 0.052], [-0.456, 3.386, 0.350], [1.098, -0.724, -0.258], [2.357, -1.161, -0.384], [-0.511, 2.346, 0.285], [-2.567, 2.125, 0.266], [-3.796, 0.062, -0.142], [-1.660, 1.574, 0.194], [3.143, -1.778, 0.536], [0.518, 1.563, 0.023], [1.554, 1.696, -0.217], [-2.199, -0.996, -0.150], [-3.534, -0.868, -0.075], [2.776, -1.122, -1.471], [-1.481, 0.296, -0.115], [0.106, 0.161, -0.151]], "nbo_charge": [0.40, -0.55, 0.39, 0.22, 0.07, -0.06, -0.29, 0.21, 0.49, -0.16, -0.81, -0.13, 0.22, 0.77, -0.67, 0.22, -0.20, -0.12], "homo_lumo_gap_ev": 8.0, "smiles": "NC=C=C1C=CC=C1C(=O)O", "total_energy_ha": -514.1622, "lumo_energy_ha": -0.015, "multiplicity": 1}



Record 2
{"formula": "C12H19BiNO12P2", "method": "wB97M-V/def2-TZVPD", "species": ["C", "H", "N", "H", "O", "C", "C", "H", "O", "O", "O", "O", "H", "H", "H", "H", "H", "H", "O", "O", "H", "C", "P", "C", "H", "H", "C", "C", "P", "O", "O", "C", "O", "O", "H", "C", "H", "H", "C", "O", "H", "H", "H", "H", "C", "C", "Bi"], "coordinates": [[1.893, -0.472, -2.498], [-0.701, 3.785, 0.081], [-2.188, -3.543, -0.251], [4.163, 1.029, 0.225], [-2.438, -1.690, -2.712], [-3.963, -1.851, 0.135], [-0.094, 3.195, 0.780], [2.349, 3.661, 1.157], [-0.238, -1.267, -1.348], [-1.545, -3.038, 2.294], [-0.961, 1.062, -0.661], [-2.340, -0.713, 2.568], [2.301, -2.366, -1.579], [1.667, 1.543, -3.207], [-1.167, -3.523, -0.446], [0.274, 3.894, 1.543], [-1.029, -2.926, 3.108], [-4.194, -0.796, 0.304], [-1.932, 2.639, 2.281], [-2.283, 0.392, -1.366], [-1.784, 0.932, -1.998], [2.485, -1.302, -1.555], [-1.524, -1.528, 1.625], [2.949, 1.440, -1.495], [-2.326, -4.052, 0.637], [3.041, 2.864, -0.180], [2.126, 0.897, -2.472], [3.540, 0.611, -0.540], [-1.756, -1.124, -1.514], [0.810, 2.568, -0.018], [1.868, 0.381, 1.793], [2.291, 2.732, 0.567], [3.760, 1.698, 2.157], [-0.504, 1.120, 1.614], [-2.674, -3.837, -1.113], [2.750, 1.546, 1.515], [1.259, -0.894, -3.262], [-4.482, -2.163, -0.774], [3.310, -0.764, -0.580], [-0.050, -1.326, 1.308], [3.136, 2.490, -1.485], [-2.502, 2.010, 2.747], [-4.361, -2.416, 0.980], [3.788, -1.414, 0.140], [-0.966, 2.197, 1.496], [-2.461, -2.042, 0.007], [0.704, 0.361, -0.004]], "nbo_charge": [-0.12, 0.22, -0.73, 0.25, -1.19, -0.65, -0.16, 0.21, -1.20, -1.06, -1.42, -1.13, 0.22, 0.22, 0.46, 0.20, 0.50, 0.27, -0.70, -0.95, 0.55, -0.23, 2.37, -0.22, 0.45, 0.21, -0.26, -0.28, 2.39, -0.57, -0.85, -0.21, -0.65, -0.63, 0.44, 0.73, 0.22, 0.22, -0.18, -1.14, 0.19, 0.53, 0.20, 0.22, 0.86, -0.58, 2.01], "homo_lumo_gap_ev": [3.4, 3.4], "total_energy_ha": -2323.4503, "lumo_energy_ha": [0.097, 0.097], "multiplicity": 1, "charge": -1}



Record 3
{"formula": "C2H7N4", "method": "wB97M-V/def2-TZVPD", "species": ["N", "N", "H", "N", "H", "H", "N", "C", "H", "C", "H", "H", "H"], "coordinates": [[0.345, -1.300, 0.386], [-2.564, -0.259, -0.279], [2.117, 0.625, -1.287], [-3.448, 0.273, 0.154], [-0.612, -1.406, 0.525], [0.905, -1.993, -0.114], [-0.260, 0.945, 0.324], [2.071, 0.346, -0.256], [2.618, -0.704, -0.261], [0.620, 0.005, 0.147], [2.601, 1.149, 0.280], [0.056, 1.923, 0.461], [-4.449, 0.396, -0.080]], "nbo_charge": [-0.76, 0.39, 0.25, -0.10, 0.38, 0.41, -0.75, -0.69, 0.22, 0.49, 0.26, 0.39, 0.51], "homo_lumo_gap_ev": [6.1, 5.8], "total_energy_ha": -299.0591, "lumo_energy_ha": [-0.266, -0.273], "multiplicity": 1, "charge": 1}



Record 4
{"formula": "C5H6O", "method": "wB97M-V/def2-TZVPD", "species": ["H", "H", "H", "C", "O", "C", "C", "C", "H", "H", "H", "C"], "coordinates": [[0.015, 1.336, -1.930], [0.489, -0.086, 1.924], [1.228, -1.391, 0.976], [-1.140, -0.218, -0.705], [0.185, 1.700, 0.116], [0.554, -0.530, 0.924], [-0.815, -0.904, 0.393], [-0.090, 0.814, -0.984], [-2.033, -0.374, -1.303], [2.058, 0.713, -0.276], [-1.458, -1.617, 0.901], [1.006, 0.557, -0.038]], "nbo_charge": [0.20, 0.24, 0.22, -0.24, -0.49, -0.47, -0.15, 0.01, 0.22, 0.20, 0.21, 0.06], "homo_lumo_gap_ev": 10.6, "smiles": "C1=C[C@H]2O[C@H]2C1", "total_energy_ha": -269.2926, "lumo_energy_ha": 0.043, "multiplicity": 1}



Record 5
{"formula": "C7H11N3O", "method": "wB97M-V/def2-TZVPD", "species": ["H", "N", "H", "N", "H", "H", "C", "H", "C", "O", "C", "C", "H", "H", "H", "H", "H", "C", "C", "H", "N", "C"], "coordinates": [[-2.417, 0.798, -2.334], [-0.379, 0.239, 0.351], [-0.466, 1.843, 2.029], [2.833, -1.168, -1.073], [-1.514, -0.837, -1.984], [-1.292, -1.701, 0.124], [1.639, -0.862, -0.653], [-0.727, 0.076, 3.568], [-1.436, 0.766, -0.551], [0.739, -1.768, -0.223], [-0.486, -0.126, 2.550], [1.066, 0.498, -0.479], [3.441, -0.394, -1.417], [1.759, 1.151, 0.073], [0.749, 1.011, -1.396], [3.166, -2.125, -1.062], [-1.410, 1.824, -0.302], [-0.340, -1.223, 0.563], [-0.437, 0.831, 1.672], [-0.413, -2.298, 2.417], [-0.382, -1.346, 1.968], [-1.804, 0.123, -1.670]], "nbo_charge": [0.29, -0.24, 0.29, -0.64, 0.23, 0.25, 0.69, 0.29, -0.06, -0.41, 0.08, -0.30, 0.47, 0.30, 0.31, 0.48, 0.25, 0.40, -0.21, 0.47, -0.61, -0.33], "homo_lumo_gap_ev": 8.4, "smiles": "C=C[N@@+]12C=CN[C@@H]1OC(=[NH2+])C2", "total_energy_ha": -512.0990, "lumo_energy_ha": -0.315, "multiplicity": 1, "charge": 2}



Record 6
{"formula": "C39H108N14O13", "method": "wB97M-V/def2-TZVPD", "species": ["H", "H", "H", "H", "C", "H", "C", "H", "N", "O", "C", "H", "C", "O", "H", "H", "O", "H", "O", "H", "H", "H", "H", "H", "H", "N", "C", "H", "O", "C", "H", "H", "H", "C", "H", "H", "H", "H", "H", "C", "H", "H", "C", "C", "H", "C", "H", "N", "H", "H", "C", "H", "H", "H", "H", "H", "H", "H", "N", "C", "O", "H", "H", "H", "C", "H", "H", "H", "C", "H", "N", "H", "H", "H", "H", "H", "H", "H", "H", "O", "H", "H", "H", "N", "H", "C", "H", "C", "O", "H", "C", "H", "O", "H", "C", "C", "C", "H", "H", "C", "H", "H", "H", "C", "H", "H", "C", "N", "H", "H", "H", "H", "H", "H", "C", "C", "O", "H", "O", "O", "H", "N", "H", "N", "H", "H", "C", "H", "H", "H", "C", "H", "H", "H", "H", "H", "N", "N", "C", "H", "H", "H", "O", "H", "H", "H", "C", "C", "H", "H", "H", "N", "H", "H", "C", "H", "H", "N", "C", "H", "C", "H", "H", "C", "H", "C", "H", "C", "H", "C", "C", "H", "H", "N"], "coordinates": [[-0.858, -1.263, -1.992], [6.181, 2.047, -0.060], [-7.340, 1.009, -1.791], [0.577, -1.570, -6.557], [-0.080, -2.016, -2.139], [1.437, -4.023, 2.189], [-7.926, 0.807, -0.895], [-0.860, -3.846, -4.776], [-0.167, 0.346, 4.365], [-1.934, 0.554, -7.827], [-0.749, -1.767, -4.997], [7.001, 1.131, -1.282], [2.831, -1.291, 7.881], [-0.840, 1.309, -3.157], [3.239, 5.705, -1.748], [5.280, 4.378, -1.907], [-4.359, -1.556, 3.881], [2.787, 3.215, 1.906], [5.602, 4.971, 1.633], [-3.137, -1.614, 5.630], [3.108, 1.145, 3.340], [0.882, -1.348, 1.318], [3.005, -3.466, 2.814], [4.622, -2.165, 3.772], [2.934, 1.690, -1.202], [-4.384, -3.310, 7.078], [-2.291, -1.619, -4.958], [0.875, -1.592, -2.464], [-1.734, 0.363, 0.641], [2.490, -4.868, -0.248], [-9.850, -0.768, -0.076], [-3.955, -0.648, 2.160], [0.848, 1.967, -3.958], [-3.741, -0.476, 3.213], [-0.362, -0.879, 2.397], [-4.554, -0.559, 5.618], [5.995, -1.214, 3.196], [-3.777, -0.801, -0.087], [1.593, 5.028, -1.397], [2.517, -4.089, 2.064], [5.382, 2.842, 3.312], [7.640, 5.056, 1.276], [2.661, 4.939, -1.220], [1.411, -0.338, 6.269], [-2.633, 2.216, -3.217], [-6.462, -1.098, -0.045], [0.095, 3.040, -2.688], [-5.882, 3.693, 1.116], [-6.132, -0.526, 0.830], [3.007, -2.150, 8.527], [3.261, 3.603, -1.717], [-2.625, -1.096, -4.059], [2.877, 2.719, 0.043], [-1.846, 2.430, -1.615], [4.089, 0.343, 0.643], [-1.148, 0.501, 4.155], [-2.658, -0.599, 3.300], [-6.963, -3.363, 6.249], [-0.405, -1.808, -6.430], [-4.174, -1.529, 5.276], [4.169, -1.030, 2.159], [-6.557, 3.056, 1.511], [-5.419, 1.373, 0.457], [-0.720, -0.430, 6.142], [-4.646, 3.085, 1.182], [-0.197, 0.288, -9.035], [-8.953, 1.123, -1.079], [-3.079, 2.462, -6.133], [-7.839, -0.715, -0.614], [0.040, 4.010, -5.032], [3.654, 2.715, 2.049], [4.060, -3.532, 0.505], [2.870, 5.095, -0.161], [6.986, 3.449, 1.742], [5.664, -0.712, -3.606], [-4.237, -2.548, 7.740], [4.808, -0.458, 4.146], [-5.089, -3.824, 7.593], [-2.559, 0.833, -2.239], [-0.576, -3.090, -2.900], [5.223, 5.263, 3.609], [-6.636, -1.695, 6.838], [4.918, 3.808, -0.357], [4.234, -2.436, -2.765], [0.084, 1.312, 4.565], [3.977, -1.102, -2.611], [2.734, -5.132, -3.581], [-4.256, -1.347, -0.899], [5.350, 2.339, -1.855], [2.749, -5.109, 2.393], [-6.423, -2.435, 6.064], [-2.879, -2.517, -5.140], [-5.548, -0.742, -1.074], [-0.893, -2.306, 4.436], [0.021, -2.004, 4.943], [-2.140, 2.700, -6.645], [-4.906, -2.749, 5.849], [1.306, 0.681, 6.656], [0.681, -3.303, -4.578], [-0.065, 2.433, -3.582], [-2.919, 2.287, -8.592], [-1.139, 2.331, -8.463], [-7.904, -1.173, -1.608], [2.991, -3.727, 0.601], [3.600, -1.298, 7.103], [5.082, -2.693, -3.236], [6.534, 2.095, -1.099], [4.790, -0.308, -3.325], [5.364, 0.630, 1.723], [-0.332, -0.884, -4.499], [0.888, -2.221, 4.309], [3.810, 5.392, 2.610], [-2.098, 3.775, -6.828], [-1.272, -1.067, -8.666], [-2.006, 1.748, -2.449], [4.733, 4.825, 2.731], [1.538, -1.237, 7.343], [-9.019, -2.140, 0.077], [2.940, -0.743, -2.031], [-3.656, 3.654, 1.657], [2.234, -0.361, 5.545], [-0.943, 2.367, -5.880], [-0.855, -1.015, -6.880], [-8.956, -1.136, 0.218], [-0.956, 1.379, -5.665], [-4.910, -3.544, 5.101], [6.910, 4.534, 1.890], [3.852, 3.453, 4.016], [3.039, 3.378, -2.762], [1.085, -0.350, -0.527], [4.771, 3.538, -1.408], [-6.439, -2.166, 0.195], [3.078, -0.447, 8.538], [7.258, 2.912, -1.049], [-5.901, 4.685, 1.258], [3.301, -6.301, -2.511], [2.220, -2.486, 0.369], [0.054, -0.797, 1.487], [-0.342, -3.013, -4.288], [2.457, -2.238, -0.595], [-2.611, -0.929, -5.745], [-1.506, 3.869, -4.423], [2.829, -4.542, -1.583], [-6.807, -1.998, 5.137], [7.236, 4.609, 2.935], [-3.731, 1.284, 0.901], [-1.243, -0.011, -8.936], [3.303, 1.313, 2.271], [2.357, 1.033, 1.802], [0.135, -2.425, -1.147], [1.398, -4.884, -0.174], [0.217, 0.151, -0.533], [3.664, -3.166, -2.339], [-7.514, 1.379, -0.063], [4.438, 3.337, 3.093], [1.511, -5.836, -2.566], [0.169, -2.693, 5.778], [-4.563, 1.830, 0.724], [4.910, -1.202, 3.350], [-0.129, 0.560, -1.386], [-0.581, -0.077, 0.533], [2.770, -1.776, 0.860], [-4.278, -2.436, -0.816], [2.551, -5.505, -2.570], [2.928, -5.778, 0.173], [-0.676, 3.229, -4.747], [-1.786, 0.116, -9.874], [0.132, -0.585, 5.467], [-3.687, -1.188, -1.816], [-2.058, 1.973, -7.996], [4.315, 0.318, 1.715], [-4.120, 0.506, 3.508], [4.677, 0.694, -3.317], [2.562, 2.597, -0.915]], "mulliken_charge": [-0.17, -0.32, 0.29, 0.30, 0.04, 0.33, -1.29, 0.48, -0.27, -0.21, 1.49, 0.35, -0.66, 0.27, 0.42, 0.40, -0.32, 0.43, -0.31, -0.07, 0.12, 0.03, -0.03, 0.37, -0.21, -0.74, -0.94, 0.41, -0.92, -1.26, 0.26, -0.42, 0.17, 0.66, -0.35, 0.38, 0.31, 0.02, 0.36, -1.36, 0.39, 0.27, -1.33, -0.32, 0.42, -0.60, 0.32, -0.42, 0.17, 0.28, 0.10, -0.16, 0.20, 0.39, -0.57, 0.00, -0.36, 0.41, -0.65, -0.24, -0.22, 0.19, 0.09, 0.09, 0.62, 0.40, 0.48, 0.26, 0.50, 0.43, 0.05, 0.47, 0.12, 0.16, 0.17, 0.26, 0.30, 0.29, -0.26, -0.52, 0.49, 0.34, 0.07, -0.13, 0.28, 0.27, 0.33, 0.06, -0.25, 0.57, -1.48, 0.39, -0.22, 0.33, -1.28, -0.62, 0.46, 0.39, 0.18, -0.46, 0.37, 0.45, 0.18, 0.57, 0.22, 0.22, -0.29, -0.42, 0.49, -0.32, 0.04, 0.39, 0.51, 0.39, -0.73, -0.99, -0.34, 0.27, 0.08, -0.68, -0.10, -0.10, 0.19, -0.72, 0.14, 0.10, -0.72, 0.30, 0.54, -0.46, -0.36, 0.43, 0.30, 0.34, 0.25, 0.34, 0.74, 0.59, -0.98, -0.93, 0.20, 0.41, -0.41, 0.36, 0.39, -0.20, -1.04, -0.75, 0.42, 0.20, 0.37, 1.31, 0.11, 0.15, -0.79, 0.32, 0.51, 0.16, -1.01, -0.22, 0.24, -0.11, 0.50, -1.03, 0.45, -1.28, 0.31, 0.68, -0.38, -0.82, 0.21, 0.39, 0.17, -0.04], "homo_lumo_gap_ev": 8.8, "smiles": "COC[C@H](C)N.COC[C@H](C)N.COC[C@H](C)N.COC[C@H](C)N.COC[C@H](C)N.COC[C@H](C)N.COCCNCCOC.COCCNCCOC.NC(N)=O.NC(N)=O.NC(N)=O", "total_energy_ha": -3295.2767, "lumo_energy_ha": 0.014, "multiplicity": 1}